Record 1
{"formula": "C3H6CeO3", "method": "the ωB97M-V functional and the def2-TZVPD basis", "orbital_gap_ev": [6.46, 6.50], "charge": 1, "s_squared": 0.7524, "homo_ev": [-11.513, -11.510], "multiplicity": 2, "elements": ["C", "O", "C", "C", "O", "H", "H", "H", "H", "H", "Ce", "O", "H"], "positions_angstrom": [[-1.497, -1.304, 0.553], [-0.420, -0.392, 0.450], [-0.687, 0.846, -0.206], [0.678, 1.556, -0.178], [0.756, 2.711, -0.568], [-1.118, -2.190, 1.074], [-2.320, -0.851, 1.124], [-1.851, -1.586, -0.450], [-1.460, 1.409, 0.342], [-1.021, 0.667, -1.243], [1.973, -0.235, 1.072], [3.099, -0.547, -0.815], [3.866, -0.084, -1.154]]}

Record 2
{"formula": "C3H29O15", "method": "the ωB97M-V functional and the def2-TZVPD basis", "orbital_gap_ev": 9.40, "charge": -1, "homo_ev": -6.758, "elements": ["O", "C", "O", "C", "C", "O", "H", "H", "H", "H", "H", "H", "H", "O", "H", "H", "O", "H", "H", "O", "H", "H", "O", "H", "H", "O", "H", "H", "O", "H", "H", "O", "H", "H", "O", "H", "H", "O", "H", "H", "O", "H", "H", "O", "H", "H", "O"], "positions_angstrom": [[1.026, 0.943, -1.677], [0.670, 0.944, -0.516], [-0.483, 0.669, -0.037], [2.000, 1.066, 0.470], [2.516, 2.517, 0.489], [2.712, 3.124, -0.800], [2.761, 0.338, 0.052], [1.575, 0.801, 1.505], [1.862, 3.202, 1.006], [3.465, 2.605, 1.033], [2.708, 2.456, -1.595], [-0.396, -0.845, -4.393], [-1.653, -0.960, -3.399], [-1.369, -0.804, -4.368], [-2.394, -0.504, -1.668], [-1.314, -0.817, -0.856], [-1.855, -1.268, -1.492], [-0.881, 1.234, 1.407], [-2.031, 1.566, 2.496], [-1.201, 1.123, 2.301], [-3.970, -0.043, 0.217], [-2.848, 1.133, 0.008], [-3.694, 0.928, 0.512], [-0.366, 2.750, 2.824], [1.173, 2.509, 2.839], [0.469, 3.171, 3.085], [-2.665, 0.803, -3.465], [-1.659, 1.576, -2.636], [-2.541, 1.138, -2.540], [-0.816, -3.206, -0.305], [-0.056, -2.257, -1.505], [0.078, -3.054, -0.874], [1.913, -2.898, -0.699], [3.149, -2.274, -0.263], [2.741, -2.627, -1.083], [3.198, -2.588, 2.053], [2.262, -1.621, 2.591], [2.971, -1.694, 1.974], [0.072, -0.849, 1.131], [-0.780, -0.789, 2.540], [-0.188, -1.337, 1.932], [0.841, -0.604, -2.142], [1.507, -2.158, -2.607], [0.859, -1.444, -2.761], [-3.583, -0.484, 2.497], [-2.416, -0.834, 3.313], [-3.369, -0.635, 3.402]]}

Number 1: F_max 3.48 eV Å⁻¹. Number 2: F_max 4.13 eV Å⁻¹.